No. 1
66
Properties=species:S:1:pos:R:3 method="wB97M-V/def2-TZVPD" charge=+2 orbital_gap_ha=0.30397 homo_ev=-14.78
Pt 0.074 0.214 0.204
C -0.218 -2.690 -6.126
C 0.512 -2.284 -4.882
C 1.525 -1.324 -4.934
C 2.243 -0.985 -3.804
C 1.929 -1.612 -2.601
C 0.919 -2.565 -2.512
C 0.220 -2.892 -3.659
S 2.843 -1.202 -1.189
O 4.116 -0.673 -1.542
O 2.676 -2.151 -0.142
N 1.972 0.249 -0.506
C 2.636 1.328 -0.641
C -0.049 3.208 -0.600
O 0.064 4.058 -1.352
O -0.179 2.341 0.189
H -0.176 -1.914 -6.887
H -1.262 -2.922 -5.918
H 0.239 -3.589 -6.545
H 1.765 -0.853 -5.878
H 3.056 -0.273 -3.859
H 0.708 -3.047 -1.568
H -0.554 -3.648 -3.615
H 3.509 1.379 -1.284
H 2.375 2.205 -0.057
C -3.469 0.889 3.280
N -3.755 -0.287 2.452
C -5.006 -0.979 2.775
P -2.752 -0.856 1.335
O -1.820 0.268 0.914
O -1.899 -2.077 1.984
P -0.390 -2.463 1.579
O -0.018 -1.769 0.265
N 0.536 -1.965 2.807
C 1.824 -1.278 2.658
C 0.179 -2.374 4.173
N -0.493 -4.054 1.317
C 0.597 -4.737 0.603
C -1.323 -4.944 2.137
N -3.521 -1.570 0.108
C -3.650 -3.014 -0.086
C -3.960 -0.750 -1.027
H -4.269 1.618 3.151
H -2.528 1.341 2.985
H -3.418 0.605 4.332
H -5.818 -0.253 2.810
H -4.932 -1.473 3.745
H -5.243 -1.720 2.015
H 2.317 -1.562 1.730
H 2.465 -1.581 3.485
H 1.701 -0.193 2.700
H -0.817 -2.813 4.198
H 0.177 -1.502 4.827
H 0.894 -3.105 4.553
H 1.288 -4.017 0.170
H 0.173 -5.347 -0.194
H 1.151 -5.384 1.285
H -2.169 -4.408 2.560
H -0.740 -5.389 2.946
H -1.705 -5.745 1.504
H -3.530 -3.547 0.853
H -2.909 -3.381 -0.800
H -4.646 -3.228 -0.472
H -3.798 0.306 -0.823
H -5.023 -0.908 -1.212
H -3.397 -1.024 -1.921

No. 2
56
Properties=species:S:1:pos:R:3 method="wB97M-V/def2-TZVPD" charge=+1 orbital_gap_ha=0.30531 smiles="C=CC(=O)OCCCCCC[C@@]1([PH2]=S)C[NH2+][C@@H](CC(C)C)CO1" homo_ev=-11.77
C -4.022 0.236 2.137
C -3.503 -0.700 1.319
C -3.820 -0.644 -0.134
O -4.210 -1.657 -0.684
O -3.704 0.552 -0.813
C -2.377 0.698 -1.326
C -2.277 0.297 -2.780
C -0.845 0.476 -3.282
C 0.050 -0.703 -2.812
C 1.364 -0.180 -2.243
C 2.188 -1.164 -1.417
C 1.465 -1.706 -0.164
P 0.588 -3.319 -0.661
S -1.116 -3.580 0.219
C 2.426 -2.096 0.974
N 2.634 -1.039 2.023
C 1.485 -0.059 2.193
C 1.893 1.303 1.593
C 0.756 2.156 1.032
C -0.336 2.495 2.078
C 1.411 3.482 0.535
C 0.248 -0.670 1.595
O 0.451 -0.798 0.196
H -4.077 1.255 1.768
H -4.464 0.023 3.101
H -2.836 -1.495 1.626
H -1.693 0.095 -0.717
H -2.076 1.741 -1.219
H -2.626 -0.725 -2.927
H -2.949 0.928 -3.361
H -0.813 0.555 -4.362
H -0.466 1.378 -2.797
H -0.542 -1.234 -2.065
H 0.212 -1.402 -3.631
H 1.976 0.142 -3.085
H 1.187 0.706 -1.638
H 2.543 -2.001 -2.020
H 3.085 -0.626 -1.092
H 1.559 -4.304 -0.365
H 0.474 -3.313 -2.060
H 2.128 -3.033 1.435
H 3.395 -2.295 0.522
H 3.503 -0.524 1.897
H 2.741 -1.524 2.913
H 1.313 0.089 3.257
H 2.634 1.144 0.805
H 2.385 1.884 2.374
H 0.315 1.715 0.144
H -0.605 3.540 1.980
H -1.246 1.945 1.842
H -0.033 2.268 3.097
H 2.494 3.359 0.494
H 1.102 3.728 -0.476
H 1.234 4.308 1.216
H 0.023 -1.655 2.015
H -0.625 -0.050 1.750

No. 3
57
Properties=species:S:1:pos:R:3 method="wB97M-V/def2-TZVPD" charge=+1 orbital_gap_ha=0.23282 homo_ev=-8.29
Bi -1.744 -0.741 -1.026
H -1.756 1.220 -0.499
H -1.168 1.211 -1.227
P -3.684 -0.572 0.744
P -0.135 -0.972 -3.129
C 1.362 -1.745 -2.605
H 1.850 -1.926 -3.561
H 1.967 -1.084 -1.982
H 1.179 -2.686 -2.084
C -1.141 -2.062 -4.095
H -2.089 -1.598 -4.378
H -0.503 -2.205 -4.967
H -1.321 -3.012 -3.589
C 0.137 0.574 -3.932
H 0.757 1.236 -3.323
H 0.675 0.244 -4.822
H -0.799 1.063 -4.207
C -4.765 -1.785 0.017
H -5.610 -1.763 0.706
H -5.093 -1.513 -0.991
H -4.323 -2.785 -0.001
C -3.108 -1.086 2.326
H -2.424 -0.348 2.747
H -4.042 -1.118 2.885
H -2.638 -2.070 2.293
C -4.430 1.021 0.743
H -4.741 1.333 -0.254
H -5.293 0.844 1.384
H -3.759 1.758 1.186
H -2.920 -0.108 -2.189
H -2.069 -2.579 -1.191
C 3.315 0.505 3.340
N 2.343 -0.058 2.457
N 2.010 0.473 1.236
C 0.956 -0.259 0.773
O 0.503 -0.019 -0.378
C 0.601 -1.254 1.736
C 1.497 -1.069 2.760
C 1.529 -1.831 4.007
C 2.515 1.646 0.568
C 3.888 1.940 0.554
C 4.363 3.100 -0.071
C 3.484 3.965 -0.736
C 2.119 3.657 -0.776
C 1.638 2.510 -0.138
H 3.772 1.406 2.956
H 4.085 -0.250 3.521
H 2.823 0.724 4.294
H -0.235 -1.927 1.648
H 2.479 -2.357 4.112
H 1.351 -1.173 4.859
H 0.729 -2.576 3.979
H 4.593 1.267 1.049
H 5.428 3.332 -0.040
H 3.856 4.876 -1.220
H 1.422 4.324 -1.288
H 0.566 2.304 -0.179

No. 4
72
Properties=species:S:1:pos:R:3 method="wB97M-V/def2-TZVPD" orbital_gap_ha=0.33396 homo_ev=-9.39
C 1.748 -0.859 1.401
C 0.309 -1.246 1.657
O -0.578 -0.541 0.733
P -1.870 -1.351 0.295
O -2.476 -2.109 1.402
C -3.062 -0.193 -0.412
C -2.900 1.309 -0.156
C -2.011 2.010 -1.159
O -0.614 1.746 -0.972
C -0.024 2.507 -0.038
O -0.618 3.169 0.746
N 1.359 2.465 -0.201
I 2.285 3.292 1.431
C 1.929 1.136 -0.529
C 2.901 1.191 -1.698
C 3.637 -0.131 -1.850
Cl 4.422 -0.604 -0.315
O -1.439 -2.316 -0.901
C -0.289 -2.038 -1.714
C -0.129 -3.148 -2.725
H 2.015 0.088 1.870
H 2.377 -1.629 1.848
H 1.984 -0.842 0.339
H -0.006 -0.971 2.661
H 0.181 -2.321 1.532
H -3.182 -0.366 -1.483
H -3.979 -0.538 0.072
H -3.882 1.773 -0.290
H -2.615 1.518 0.874
H -2.225 1.645 -2.164
H -2.177 3.086 -1.139
H 1.109 0.463 -0.756
H 2.445 0.750 0.345
H 2.331 1.362 -2.616
H 3.601 2.021 -1.578
H 4.400 -0.078 -2.621
H 2.947 -0.934 -2.104
H -0.425 -1.081 -2.229
H 0.600 -1.963 -1.085
H -1.074 -3.347 -3.227
H 0.625 -2.857 -3.457
H 0.220 -4.056 -2.244
C 0.443 6.691 0.605
Cl -0.973 6.943 -0.422
Cl 1.789 7.755 0.164
H 0.165 6.900 1.631
H 0.777 5.668 0.500
C -5.024 -3.783 0.684
Cl -6.502 -2.891 0.277
Cl -5.237 -5.532 0.505
H -4.236 -3.463 0.018
H -4.755 -3.562 1.707
C -4.349 6.299 -3.143
Cl -3.685 4.694 -2.799
Cl -3.156 7.582 -2.935
H -4.686 6.309 -4.171
H -5.170 6.480 -2.460
C -2.581 -4.476 3.587
Cl -1.483 -4.572 4.968
Cl -1.743 -4.700 2.046
H -3.326 -5.256 3.684
H -3.041 -3.495 3.579
C 3.058 -4.880 0.257
Cl 1.330 -4.878 0.635
Cl 3.933 -3.674 1.196
H 3.463 -5.858 0.488
H 3.175 -4.649 -0.795
C 6.937 0.908 2.535
Cl 5.605 2.037 2.256
Cl 6.368 -0.752 2.759
H 7.588 0.932 1.670
H 7.463 1.211 3.431

No. 5
69
Properties=species:S:1:pos:R:3 method="wB97M-V/def2-TZVPD" orbital_gap_ha=0.36831 smiles="NC(=O)OCCF.ClCCCl.ClCCCl.ClCCCl.ClCCCl.ClCCCl.ClCCCl.ClCCCl" homo_ev=-9.57
N 1.862 -2.092 2.852
C 2.231 -3.440 2.958
O 2.204 -4.085 3.923
O 2.618 -3.993 1.764
C 1.548 -4.745 1.187
C 1.768 -6.216 1.583
F 1.152 -7.059 0.693
H 0.853 -1.982 2.838
H 2.295 -1.516 3.561
H 0.563 -4.424 1.530
H 1.603 -4.662 0.104
H 1.398 -6.358 2.594
H 2.840 -6.375 1.536
Cl -0.704 -1.113 1.264
C 0.392 -0.057 0.332
C -0.327 0.669 -0.774
Cl -0.858 -0.434 -2.070
H 1.202 -0.673 -0.048
H 0.813 0.661 1.034
H 0.346 1.394 -1.231
H -1.205 1.200 -0.407
Cl 3.250 1.088 2.585
C 4.855 0.925 1.816
C 4.824 1.269 0.349
Cl 3.917 0.071 -0.610
H 5.204 -0.091 1.980
H 5.525 1.607 2.337
H 5.840 1.283 -0.042
H 4.375 2.245 0.177
Cl -2.148 3.324 -0.836
C -3.719 4.070 -1.249
C -4.851 3.080 -1.185
Cl -4.743 1.854 -2.480
H -3.631 4.510 -2.236
H -3.888 4.869 -0.531
H -5.800 3.606 -1.313
H -4.872 2.559 -0.230
Cl -7.135 4.941 0.013
C -8.544 3.954 0.488
C -9.488 4.709 1.389
Cl -8.780 5.019 2.993
H -8.174 3.050 0.967
H -9.057 3.672 -0.430
H -10.391 4.121 1.547
H -9.772 5.666 0.956
Cl 8.498 1.283 1.353
C 9.380 0.001 2.225
C 8.850 -1.375 1.907
Cl 7.215 -1.637 2.566
H 9.317 0.215 3.289
H 10.423 0.072 1.920
H 9.496 -2.128 2.355
H 8.811 -1.550 0.834
Cl -4.094 10.159 -3.291
C -3.135 8.683 -3.561
C -4.000 7.453 -3.664
Cl -4.764 7.037 -2.107
H -2.415 8.596 -2.751
H -2.589 8.825 -4.493
H -3.391 6.598 -3.958
H -4.790 7.580 -4.400
Cl -0.057 -9.891 -4.537
C -0.393 -9.291 -2.892
C 0.783 -9.473 -1.966
Cl 1.091 -11.191 -1.601
H -1.275 -9.806 -2.520
H -0.625 -8.230 -2.982
H 0.584 -8.979 -1.016
H 1.692 -9.052 -2.388

No. 6
58
Properties=species:S:1:pos:R:3 method="wB97M-V/def2-TZVPD" charge=+3 orbital_gap_ha="0.11822 / 0.11666" homo_ev="-16.39 / -16.40" e_above_lowest_kj_mol=36.84
C 3.806 2.932 -2.821
C 2.655 2.886 -1.766
H 3.825 2.347 -3.746
H 4.764 2.643 -2.369
H 3.913 3.957 -3.225
O 1.631 2.209 -1.780
I 0.883 5.457 -0.669
Sn 0.673 -0.222 1.623
P -1.136 1.818 -1.498
C -2.354 0.639 -2.200
C -2.206 3.057 -0.690
H -3.050 3.264 -1.358
H -1.825 3.209 -3.347
H -1.615 3.967 -0.529
H -0.117 3.527 -2.864
H -2.806 0.027 -1.422
H -2.542 2.678 0.288
C -0.867 2.754 -3.048
H -3.114 1.192 -2.753
H -0.513 2.033 -3.794
H -1.781 0.005 -2.887
P 3.136 0.125 1.318
C 3.317 -1.536 2.065
C 4.476 0.416 0.191
H 3.517 2.309 2.273
H 4.213 0.954 3.262
H 2.455 1.342 3.357
C 3.339 1.306 2.695
H 4.614 1.501 0.024
H 5.368 -0.015 0.683
H 4.191 -1.457 2.719
H 3.473 -2.260 1.256
H 4.269 -0.098 -0.767
H 2.476 -1.887 2.685
Cl 3.342 3.757 -0.294
C -4.322 -2.648 1.067
N -3.451 -1.449 0.958
C -4.135 -0.195 1.339
C -2.153 -1.616 1.784
C -1.195 -2.483 1.087
C -1.282 -3.859 1.215
C -0.434 -4.634 0.433
C 0.415 -4.070 -0.545
C 0.540 -2.667 -0.598
C -0.135 -1.935 0.385
H -4.468 -2.839 2.122
H -3.825 -3.540 0.658
H -5.299 -2.505 0.584
H -3.164 -1.370 -0.021
H -4.163 -0.194 2.436
H -3.459 0.627 1.043
H -5.130 -0.063 0.904
H -1.881 -0.566 1.962
H -2.547 -2.035 2.701
H -1.938 -4.221 1.993
H -0.449 -5.714 0.550
H 0.979 -4.668 -1.252
H 1.088 -2.191 -1.416

No. 7
69
Properties=species:S:1:pos:R:3 method="wB97M-V/def2-TZVPD" orbital_gap_ha="0.16288 / 0.21126" spin_multiplicity=4 homo_ev="-7.42 / -7.42"
Ti -0.047 1.734 0.104
C 4.306 2.141 6.003
F 4.853 2.775 7.043
F 4.901 2.669 4.876
F 4.502 0.823 6.064
S 2.317 2.422 5.885
O 1.944 1.855 4.579
O 1.770 1.630 7.014
O 2.055 3.888 5.946
C 2.706 -6.221 6.038
C 3.154 -6.288 4.562
O 4.110 -6.961 4.193
N 2.577 -5.524 3.642
C 1.823 -4.375 4.066
H 1.621 -6.302 6.102
H 2.923 -5.354 6.662
H 3.032 -7.014 6.711
H 2.924 -5.642 2.701
H 0.911 -4.680 4.580
H 1.411 -3.750 3.273
H 2.373 -3.711 4.733
C -4.934 5.369 2.768
C -5.076 5.102 1.349
O -4.166 4.508 0.819
N -6.044 5.667 0.644
C -6.199 5.606 -0.815
H -5.894 5.660 3.194
H -4.224 6.185 2.899
H -4.723 4.472 3.351
H -6.566 6.430 1.051
H -5.680 4.730 -1.204
H -5.728 6.402 -1.391
H -7.283 5.501 -0.852
C -4.598 -1.950 -1.789
C -3.482 -2.744 -1.319
O -2.598 -2.235 -0.656
N -3.454 -4.053 -1.655
C -2.518 -4.999 -1.235
H -4.148 -0.966 -1.920
H -5.440 -2.008 -1.100
H -4.895 -2.363 -2.753
H -4.316 -4.475 -1.969
H -1.706 -4.501 -0.705
H -2.171 -5.594 -2.080
H -3.055 -5.546 -0.460
C 5.529 3.685 -1.971
C 5.799 2.371 -1.233
O 4.785 1.716 -0.890
N 7.031 1.862 -1.107
C 7.257 0.615 -0.265
H 6.025 3.713 -2.942
H 5.751 4.460 -1.239
H 4.465 3.841 -2.145
H 7.838 2.453 -1.246
H 7.293 0.930 0.778
H 8.278 0.248 -0.371
H 6.493 -0.141 -0.446
O -0.715 0.984 -5.193
C -1.321 0.413 -6.094
O -2.528 0.820 -6.439
C -3.017 0.204 -7.633
C -2.286 -1.126 -7.696
C -0.995 -0.837 -6.938
H -2.718 0.920 -8.399
H -4.087 0.302 -7.814
H -2.270 -1.506 -8.717
H -2.928 -1.768 -7.093
H -0.127 -0.802 -7.597
H -0.824 -1.671 -6.257